Below is a molecular structure, C21H31N9SeW at a distorted geometry, with properties calculated with the ωB97M-V functional and the def2-TZVPD basis.

HOMO level (spin up / spin down)	-19.689 / -19.707	eV
frontier orbital gap (spin up / spin down)	0.1903 / 0.2042	Ha
total charge	+4
energy	-102823.3962	eV
multiplicity	3

Element x y z (Å)
W1 1.103 -0.012 0.641
Se1 -6.553 -0.394 1.655
N1 -5.334 -1.511 1.098
C1 -4.145 -0.943 1.082
C2 -2.928 -1.560 0.642
C3 -2.825 -2.888 0.211
C4 -1.593 -3.359 -0.223
C5 -0.490 -2.516 -0.219
N2 -0.539 -1.250 0.230
C6 -1.749 -0.776 0.658
C7 -1.749 0.552 1.185
N3 -0.526 1.161 1.264
C8 -0.482 2.422 1.735
C9 -1.617 3.128 2.107
C10 -2.862 2.516 2.049
C11 -2.944 1.191 1.598
C12 -4.157 0.429 1.528
N4 -5.357 0.864 1.853
H1 -3.701 -3.517 0.242
H2 -1.485 -4.377 -0.563
H3 0.489 -2.864 -0.552
H4 0.499 2.895 1.812
H5 -1.525 4.148 2.446
H6 -3.758 3.036 2.350
N5 0.986 -1.150 2.619
C13 2.175 -0.870 3.485
C14 2.644 0.575 3.309
C15 3.106 0.989 1.893
C16 4.018 -0.005 1.156
N6 3.178 -1.095 0.573
H7 0.158 -0.848 3.152
H8 0.872 -2.173 2.566
H9 2.972 -1.586 3.257
H10 1.925 -1.025 4.541
H11 3.485 0.710 3.995
H12 1.855 1.258 3.649
H13 3.665 1.925 2.022
H14 2.223 1.302 1.185
H15 4.792 -0.386 1.833
H16 4.543 0.523 0.351
H17 3.251 -1.912 1.191
H18 3.626 -1.419 -0.292
C17 -1.732 0.632 -3.252
N7 -0.607 1.015 -2.414
C18 -0.825 2.251 -1.684
C19 0.586 0.404 -2.449
N8 1.384 0.425 -1.307
N9 1.031 -0.250 -3.518
C20 0.625 0.017 -4.887
C21 2.079 -1.244 -3.386
H19 -2.640 0.726 -2.654
H20 -1.641 -0.398 -3.579
H21 -1.855 1.271 -4.130
H22 -1.075 3.040 -2.399
H23 0.070 2.559 -1.136
H24 -1.680 2.148 -1.015
H25 2.361 0.481 -1.630
H26 0.185 1.005 -4.988
H27 -0.066 -0.738 -5.270
H28 1.517 -0.011 -5.516
H29 3.061 -0.805 -3.586
H30 1.918 -2.028 -4.127
H31 2.057 -1.690 -2.387



Below is a molecular structure, C24H31AuCrI2O3PS2 at a distorted geometry, with properties calculated with the ωB97M-V functional and the def2-TZVPD basis.

HOMO level (spin up / spin down)	-19.885 / -19.865	eV
frontier orbital gap (spin up / spin down)	0.1701 / 0.1555	Ha
total charge	+4
energy	-110761.8943	eV
multiplicity	6

Element x y z (Å)
I1 -0.615 -3.417 -2.507
I2 0.359 -1.021 -4.950
Cr1 0.824 0.064 -2.765
Au1 1.444 -0.256 0.297
S1 2.136 -1.366 -1.724
S2 -0.561 -0.794 -1.259
C1 2.916 0.308 1.428
C2 4.006 -1.511 -2.309
C3 -2.521 -0.565 -1.668
C4 4.096 -1.255 -3.802
C5 4.828 -0.531 -1.504
C6 4.364 -2.953 -1.998
C7 -2.790 -0.760 -3.140
C8 -2.858 0.845 -1.213
C9 -3.217 -1.643 -0.869
C10 2.279 1.227 -3.034
C11 0.110 1.770 -2.441
O1 3.829 0.738 1.972
O2 3.092 2.071 -3.117
O3 -0.138 2.871 -2.122
H1 3.823 -0.230 -4.063
H2 3.448 -1.936 -4.366
H3 5.138 -1.416 -4.113
H4 4.543 0.502 -1.733
H5 5.890 -0.661 -1.767
H6 4.708 -0.705 -0.429
H7 4.239 -3.166 -0.932
H8 5.407 -3.161 -2.274
H9 3.713 -3.636 -2.553
H10 -3.878 -0.691 -3.282
H11 -2.474 -1.753 -3.475
H12 -2.295 -0.006 -3.759
H13 -3.945 0.905 -1.049
H14 -2.597 1.587 -1.980
H15 -2.339 1.120 -0.284
H16 -4.302 -1.528 -1.008
H17 -2.988 -1.575 0.197
H18 -2.921 -2.640 -1.221
C12 0.816 0.055 3.727
P1 -0.053 0.176 2.145
C13 -1.662 -0.547 2.644
C14 -1.939 -1.895 2.353
C15 -3.029 -2.533 2.934
C16 -3.870 -1.832 3.804
C17 -3.598 -0.498 4.111
C18 -2.480 0.120 3.571
C19 -0.379 1.965 2.077
C20 0.721 2.830 2.199
C21 0.573 4.202 1.998
C22 -0.686 4.715 1.661
C23 -1.782 3.860 1.512
C24 -1.634 2.485 1.717
H19 1.047 -1.005 3.897
H20 0.140 0.400 4.525
H21 1.741 0.639 3.739
H22 -1.265 -2.447 1.688
H23 -3.239 -3.581 2.712
H24 -4.749 -2.316 4.224
H25 -4.266 0.065 4.770
H26 -2.231 1.139 3.876
H27 1.706 2.433 2.447
H28 1.432 4.867 2.111
H29 -0.811 5.790 1.518
H30 -2.762 4.252 1.231
H31 -2.494 1.824 1.626



What did the first record say?
Below is a molecular structure, C21H31N9SeW at a distorted geometry, with properties calculated with the ωB97M-V functional and the def2-TZVPD basis.

HOMO level (spin up / spin down)	-19.689 / -19.707	eV
frontier orbital gap (spin up / spin down)	0.1903 / 0.2042	Ha
total charge	+4
energy	-102823.3962	eV
multiplicity	3

Element x y z (Å)
W1 1.103 -0.012 0.641
Se1 -6.553 -0.394 1.655
N1 -5.334 -1.511 1.098
C1 -4.145 -0.943 1.082
C2 -2.928 -1.560 0.642
C3 -2.825 -2.888 0.211
C4 -1.593 -3.359 -0.223
C5 -0.490 -2.516 -0.219
N2 -0.539 -1.250 0.230
C6 -1.749 -0.776 0.658
C7 -1.749 0.552 1.185
N3 -0.526 1.161 1.264
C8 -0.482 2.422 1.735
C9 -1.617 3.128 2.107
C10 -2.862 2.516 2.049
C11 -2.944 1.191 1.598
C12 -4.157 0.429 1.528
N4 -5.357 0.864 1.853
H1 -3.701 -3.517 0.242
H2 -1.485 -4.377 -0.563
H3 0.489 -2.864 -0.552
H4 0.499 2.895 1.812
H5 -1.525 4.148 2.446
H6 -3.758 3.036 2.350
N5 0.986 -1.150 2.619
C13 2.175 -0.870 3.485
C14 2.644 0.575 3.309
C15 3.106 0.989 1.893
C16 4.018 -0.005 1.156
N6 3.178 -1.095 0.573
H7 0.158 -0.848 3.152
H8 0.872 -2.173 2.566
H9 2.972 -1.586 3.257
H10 1.925 -1.025 4.541
H11 3.485 0.710 3.995
H12 1.855 1.258 3.649
H13 3.665 1.925 2.022
H14 2.223 1.302 1.185
H15 4.792 -0.386 1.833
H16 4.543 0.523 0.351
H17 3.251 -1.912 1.191
H18 3.626 -1.419 -0.292
C17 -1.732 0.632 -3.252
N7 -0.607 1.015 -2.414
C18 -0.825 2.251 -1.684
C19 0.586 0.404 -2.449
N8 1.384 0.425 -1.307
N9 1.031 -0.250 -3.518
C20 0.625 0.017 -4.887
C21 2.079 -1.244 -3.386
H19 -2.640 0.726 -2.654
H20 -1.641 -0.398 -3.579
H21 -1.855 1.271 -4.130
H22 -1.075 3.040 -2.399
H23 0.070 2.559 -1.136
H24 -1.680 2.148 -1.015
H25 2.361 0.481 -1.630
H26 0.185 1.005 -4.988
H27 -0.066 -0.738 -5.270
H28 1.517 -0.011 -5.516
H29 3.061 -0.805 -3.586
H30 1.918 -2.028 -4.127
H31 2.057 -1.690 -2.387